55
Properties=species:S:1:pos:R:3:forces:R:3:nbo_charge:R:1 method="wB97M-V/def2-TZVPD" lumo_ha=-0.003 total_energy_ha=-5115.05610 charge=-1
C 5.46511 2.25963 1.58851 1.292 -0.283 -1.251 -0.679
C 5.94122 2.39296 0.02597 0.800 0.711 0.855 -0.217
C 7.42960 3.05592 -0.02103 -0.188 -0.859 -0.208 -0.617
C 4.95350 3.27975 -0.89433 0.629 -0.488 -0.620 -0.404
C 3.92524 2.37052 -1.74665 -1.357 -0.086 0.750 -0.442
C 2.93190 1.48908 -0.82810 -1.970 -0.345 0.908 0.219
C 3.40920 0.14162 -0.21076 -1.434 -0.071 0.722 0.003
N 2.65641 -0.73228 0.62360 -0.936 5.104 -3.152 -0.380
C 1.33584 -0.18543 0.77382 -2.156 -0.378 1.136 0.097
C 0.32596 -1.01736 1.66750 -2.017 2.426 -1.088 -0.176
C -1.13949 -0.57784 1.87982 3.212 1.088 -1.749 -0.268
C -1.69099 0.72973 1.22487 3.626 0.016 -1.516 -0.029
C -3.22248 1.25062 1.34756 1.899 -0.367 0.438 -0.453
C -4.25563 0.12069 1.81829 -1.024 0.706 -0.336 -0.457
C -5.13349 -0.51299 0.60057 0.801 1.460 2.302 0.663
F -6.16514 -1.26958 1.28441 1.802 1.391 -2.348 -0.347
F -5.65676 0.61697 -0.10575 0.480 -3.022 0.979 -0.335
C -4.22102 -1.47331 -0.34658 1.683 1.302 0.264 0.591
F -3.47189 -2.27611 0.54969 -1.886 1.072 -2.223 -0.305
F -3.25167 -0.67881 -1.05776 -2.522 -1.712 1.897 -0.299
C -5.04042 -2.27071 -1.47001 -1.397 1.850 -1.709 0.595
F -6.39548 -1.76520 -1.50034 3.139 -1.192 0.499 -0.309
F -4.53612 -1.89098 -2.76392 -1.057 -1.695 3.166 -0.295
C -5.19167 -3.84612 -1.26818 -4.247 -0.569 0.721 0.462
F -5.50656 -4.21164 0.08247 0.956 1.562 -3.544 -0.285
F -6.37136 -4.22639 -2.00797 3.044 1.020 1.513 -0.303
S -3.81693 -4.93409 -1.88790 2.583 -3.964 0.593 2.270
F -4.13694 -4.64186 -3.49327 0.446 0.010 2.872 -0.427
F -4.91130 -6.23115 -1.87858 1.777 2.155 -0.306 -0.449
F -3.45265 -5.36127 -0.28368 -0.273 0.731 -2.751 -0.448
F -2.63884 -3.77309 -1.77113 -2.276 -1.385 -0.628 -0.429
F -2.64264 -6.01371 -2.37689 -1.869 1.831 0.670 -0.417
C -0.70189 1.56907 0.37407 -0.233 -3.388 2.077 -0.228
C 0.79940 1.12358 0.15201 -0.706 -0.058 0.465 0.271
N 1.61475 1.99548 -0.64802 2.462 -4.278 1.007 -0.425
H 6.26490 2.73200 2.26200 -1.051 -0.592 -0.857 0.178
H 5.40377 1.13866 1.84386 0.011 1.681 -0.212 0.194
H 4.39954 2.71793 1.77819 2.910 -0.719 -0.592 0.255
H 6.05895 1.32759 -0.37969 -0.266 1.571 0.160 0.178
H 8.16379 2.32611 0.48879 -1.065 1.174 -0.715 0.201
H 7.47580 4.05062 0.54264 -0.182 -1.320 -0.877 0.204
H 7.77630 3.18822 -1.11861 -0.485 -0.049 1.731 0.185
H 4.42143 4.10973 -0.29495 0.620 -1.607 -0.801 0.237
H 5.61696 3.82403 -1.67359 -1.069 -0.803 1.097 0.188
H 4.42596 1.63940 -2.46730 -0.253 1.082 1.071 0.206
H 3.24261 3.05479 -2.38018 1.023 -1.110 1.055 0.227
H 4.48855 -0.18716 -0.45466 -1.974 0.563 0.516 0.203
H 0.71111 -1.99637 2.14098 -0.707 1.857 -0.848 0.227
H -1.79224 -1.24890 2.52586 0.987 1.074 -0.994 0.206
H -3.46068 1.73066 0.33542 -0.014 -0.782 1.609 0.243
H -3.19238 2.07489 2.15364 -0.255 -1.248 -1.292 0.237
H -5.04376 0.65621 2.47844 1.065 -1.027 -1.236 0.240
H -3.81628 -0.70298 2.47139 -0.464 1.137 -1.173 0.246
H -1.09244 2.52642 -0.10107 0.860 -1.420 0.634 0.224
Br 2.71133 2.53247 2.41655 -2.775 0.243 1.321 -0.828

13
Properties=species:S:1:pos:R:3:forces:R:3:nbo_charge:R:1 method="wB97M-V/def2-TZVPD" relative_energy_ev=0.859 lumo_ha=0.011 smiles="CB(O)CC=O" total_energy_ha=-293.87471
C -0.47429 0.68955 1.66399 -0.077 -0.352 -0.036 -1.015
B -0.49303 0.13376 0.19259 -0.181 0.238 0.149 1.039
O -1.58794 0.39328 -0.62076 0.177 -0.908 -0.092 -0.917
C 0.71589 -0.69671 -0.39728 0.274 0.333 0.059 -0.890
C 1.12178 -0.34408 -1.79816 0.647 0.038 -0.323 0.450
O 2.27754 -0.24075 -2.14944 -0.572 -0.011 0.206 -0.528
H -0.48118 1.78474 1.60625 0.002 -0.083 0.057 0.255
H -1.38205 0.39316 2.20723 0.133 0.132 -0.001 0.236
H 0.40331 0.36668 2.22814 -0.132 0.101 0.043 0.231
H -2.40752 0.03932 -0.25438 -0.047 0.636 0.035 0.503
H 1.60280 -0.62504 0.23877 -0.054 -0.154 -0.103 0.245
H 0.38781 -1.74988 -0.38945 -0.066 0.139 -0.059 0.271
H 0.31688 -0.14404 -2.52749 -0.105 -0.110 0.066 0.119

92
Properties=species:S:1:pos:R:3:forces:R:3:mulliken_charge:R:1 method="wB97M-V/def2-TZVPD" relative_energy_ev=0.134 lumo_ha=0.009 total_energy_ha=-4507.66992
Ba 0.92531 -0.47907 0.66019 0.038 -0.318 0.039 0.439
C -2.11653 -2.16113 0.31534 -0.029 0.205 0.027 0.218
C -1.46376 -3.36929 0.10065 0.015 0.065 -0.035 -0.644
C -0.76995 -3.97751 1.13763 0.019 -0.054 -0.003 -0.384
C -0.73690 -3.38624 2.39344 0.009 0.012 0.047 -0.258
C -1.40090 -2.18557 2.61282 -0.003 0.114 0.001 -0.162
C -2.08271 -1.56177 1.57143 0.027 -0.135 -0.060 -0.806
H -2.63379 -1.66874 -0.49943 0.001 -0.054 -0.029 0.252
H -1.49599 -3.82303 -0.88222 0.007 -0.013 0.002 0.468
H -0.24669 -4.91016 0.97235 -0.003 0.000 -0.011 0.402
H -0.19350 -3.86281 3.19971 0.000 0.000 0.002 0.433
H -1.38101 -1.72723 3.59348 -0.007 -0.001 0.000 0.441
H -2.56933 -0.60621 1.72581 -0.040 -0.025 0.038 0.185
O 2.92707 0.08107 2.46732 0.037 0.051 -0.095 -0.184
C 2.95452 0.97331 3.57545 -0.013 0.110 0.087 -0.727
C 2.36682 0.35622 4.83555 0.019 0.007 0.017 -0.923
C 0.95386 -0.20410 4.63327 0.073 -0.024 -0.015 -0.047
C -0.02046 0.84508 4.17002 0.038 -0.004 0.077 0.068
C -0.62436 1.70338 5.08346 -0.061 0.004 -0.022 -0.680
C -1.48426 2.68787 4.62620 0.000 -0.010 -0.055 -0.735
C -1.71566 2.79916 3.26277 0.006 0.007 0.093 -0.521
C -1.06968 1.91388 2.41992 -0.024 -0.022 -0.076 -0.785
N -0.24498 0.95419 2.85621 0.051 0.098 0.049 0.836
H 3.44950 -0.71620 2.69344 -0.029 0.006 0.058 0.223
H 2.38233 1.85292 3.27326 -0.009 -0.015 -0.005 0.408
H 3.97814 1.30305 3.77369 0.010 -0.026 -0.039 0.356
H 2.36013 1.12291 5.61619 -0.001 -0.006 0.002 0.425
H 3.01782 -0.45161 5.17631 -0.010 -0.004 0.000 0.442
H 0.60327 -0.63838 5.57154 0.014 0.002 0.008 0.555
H 1.01159 -1.01779 3.90663 -0.096 0.030 -0.015 -0.370
H -0.42448 1.58869 6.14113 0.010 -0.011 0.000 0.539
H -1.96961 3.35819 5.32397 0.000 -0.001 0.006 0.424
H -2.38309 3.54411 2.85240 0.002 -0.005 -0.015 0.466
H -1.21366 1.95675 1.34530 -0.005 0.010 0.004 0.342
C 3.05782 -1.92277 -2.97317 0.039 -0.007 0.009 -0.935
As 3.53864 -0.52961 -1.68881 -0.010 0.030 -0.012 0.470
C 4.44066 0.67604 -2.93652 -0.019 0.034 0.028 -1.247
C 5.11636 -1.37450 -0.91044 -0.001 -0.025 -0.011 -1.037
H 3.91761 -2.18239 -3.59138 -0.007 -0.007 -0.002 0.450
H 2.24717 -1.57286 -3.61204 -0.002 0.006 0.002 0.367
H 2.72890 -2.80114 -2.42110 -0.003 -0.004 -0.004 0.026
H 5.17627 0.12863 -3.52596 -0.001 0.004 -0.003 0.376
H 4.94178 1.46990 -2.38372 -0.001 0.000 -0.003 0.376
H 3.70605 1.12787 -3.60241 -0.001 0.000 0.001 0.338
H 5.78993 -1.72471 -1.69297 0.001 -0.001 0.003 0.375
H 4.80127 -2.21540 -0.29436 0.001 -0.008 0.005 0.170
H 5.63955 -0.65943 -0.27642 -0.007 0.008 -0.007 0.353
O -0.44874 0.91434 -0.73356 -0.068 0.143 -0.037 0.843
Si -1.60594 1.50211 -1.66940 0.046 -0.162 -0.005 -1.199
C -0.94621 2.80391 -2.85490 0.101 -0.027 0.036 0.218
C 0.40318 3.15703 -2.79816 -0.003 -0.009 0.020 -0.422
C 0.93636 4.10932 -3.65763 -0.016 0.022 -0.030 -0.551
C 0.12063 4.72715 -4.59448 0.017 0.003 0.004 -0.459
C -1.22391 4.38756 -4.67045 -0.012 -0.004 -0.005 -0.719
C -1.74686 3.43448 -3.80894 -0.029 -0.007 0.000 -0.117
C -2.37234 0.09679 -2.67100 -0.024 0.013 -0.033 0.202
C -3.71348 0.05373 -3.05292 -0.012 0.011 0.004 0.112
C -4.22337 -1.01046 -3.78769 -0.009 -0.017 -0.009 -0.684
C -3.39385 -2.05711 -4.16052 0.026 -0.003 0.009 -0.513
C -2.05158 -2.03359 -3.79908 -0.060 -0.021 -0.029 -0.624
C -1.55558 -0.96870 -3.06329 0.060 0.023 0.047 -0.273
C -2.99196 2.30489 -0.66428 0.046 0.080 0.037 0.350
C -3.93394 1.53461 0.02407 0.021 -0.088 -0.018 0.201
C -4.87010 2.10989 0.87088 0.002 0.038 0.006 -0.866
C -4.88461 3.48802 1.04830 -0.005 -0.014 -0.001 -0.498
C -3.96184 4.27658 0.37594 -0.016 0.004 0.012 -0.904
C -3.02754 3.68804 -0.46855 -0.008 -0.011 0.007 -0.250
H 1.03839 2.67153 -2.06471 0.004 0.008 -0.005 0.330
H 1.98546 4.37297 -3.59906 0.005 -0.012 0.013 0.399
H 0.53120 5.47123 -5.26559 -0.003 -0.001 -0.002 0.377
H -1.86261 4.86546 -5.40291 0.000 0.000 -0.001 0.391
H -2.79925 3.17772 -3.88337 -0.004 0.000 0.002 0.340
H -4.37812 0.86077 -2.76238 -0.010 -0.006 -0.011 0.386
H -5.26910 -1.02598 -4.06890 -0.004 0.015 0.008 0.407
H -3.78898 -2.88672 -4.73311 -0.001 -0.003 0.000 0.384
H -1.39809 -2.84505 -4.09712 0.013 0.004 0.006 0.466
H -0.50717 -0.95887 -2.77814 -0.003 -0.005 -0.008 0.289
H -3.94200 0.45663 -0.11182 -0.008 0.005 0.004 0.482
H -5.59138 1.48866 1.38754 -0.001 -0.006 -0.001 0.447
H -5.61743 3.94460 1.70203 -0.001 -0.001 0.002 0.368
H -3.97361 5.35205 0.50569 0.005 0.002 -0.006 0.418
H -2.31399 4.31815 -0.98830 0.001 0.004 -0.005 0.357
N 2.21617 -4.89739 -0.44913 0.019 -0.113 0.039 -0.318
C 2.54507 -3.93231 0.44775 -0.001 0.069 -0.078 0.392
O 2.16666 -2.75230 0.24099 -0.111 0.052 -0.050 0.238
C 3.32493 -4.29618 1.57920 -0.037 -0.144 -0.041 0.250
C 3.70836 -5.63853 1.79285 -0.012 -0.027 -0.003 -0.376
N 3.96770 -6.75908 1.89593 0.005 -0.005 -0.012 -0.574
C 3.67667 -3.28475 2.48010 0.044 0.130 0.073 0.286
N 3.94187 -2.41061 3.19058 -0.019 -0.005 -0.010 -0.817
H 2.45500 -5.86076 -0.28518 0.018 0.005 -0.015 0.198
H 1.58489 -4.66341 -1.19321 0.008 0.036 0.006 0.255

20
Properties=species:S:1:pos:R:3:forces:R:3:nbo_charge:R:1 method="wB97M-V/def2-TZVPD" relative_energy_ev=1.111 lumo_ha=-0.008 smiles="N[C@@]1(S(=O)(=O)O)N=CCCC1=O" total_energy_ha=-1003.88688
C 0.14493 1.43673 0.93072 -1.114 -3.688 -4.206 0.192
C 0.62350 -1.04084 -0.29434 -0.994 -0.779 -1.262 0.544
C 1.10860 1.51006 -0.22075 0.265 -1.435 1.439 -0.507
C 1.60277 0.07237 -0.48914 0.297 0.398 -1.646 -0.514
C -0.74149 -0.54515 0.06501 -4.158 -1.740 1.930 -0.063
N -0.73833 0.50467 1.03804 0.642 0.209 -0.277 -0.416
N -1.89032 -1.84795 0.61196 3.152 1.072 -1.609 -0.872
O -2.21507 -1.58528 -1.93015 -0.183 -0.342 0.976 -0.876
O 0.86253 -2.21388 -0.46473 0.118 0.675 0.381 -0.494
O -2.96346 0.59153 -1.14305 2.205 -1.264 0.465 -0.908
O -0.89821 0.41037 -2.44825 0.586 -0.574 0.251 -0.936
S -1.74764 -0.17057 -1.45139 -2.636 2.105 -0.507 2.341
H 0.11463 2.11222 1.64171 0.075 3.456 3.500 0.184
H 0.75425 1.87853 -1.13163 -1.695 0.416 -1.288 0.265
H 1.87876 2.23248 -0.07340 1.077 0.093 0.783 0.237
H 2.28274 -0.30176 0.26230 1.415 0.538 -0.255 0.252
H 1.90534 0.07958 -1.60047 0.228 -0.674 1.936 0.279
H -1.21236 -2.60814 0.71983 -0.057 -0.136 -0.650 0.371
H -2.73534 -1.94295 -1.12445 0.988 0.309 -0.913 0.548
H -2.19455 -1.77981 1.55869 -0.211 1.361 0.951 0.374